(1)
Formula: C33H44N7PdS2Sb
Source: the OMol25 dataset
Level of theory: ωB97M-V/def2-TZVPD

Geometry as XYZ:
```
88
Properties=species:S:1:pos:R:3:mulliken_charge:R:1
Pd -0.469 1.023 -0.738 0.4811
C 0.388 3.436 -2.668 -1.3941
N -0.889 2.884 -2.186 1.7613
C -1.549 3.856 -1.290 -1.1161
C -2.616 3.213 -0.404 -1.3594
N -2.073 2.251 0.579 2.0679
C -3.134 1.316 0.975 -1.6640
C -1.466 2.896 1.715 -0.8804
C -2.228 3.340 2.790 -0.5808
C -1.633 3.923 3.900 -0.8580
C -0.255 4.093 3.955 -0.7882
C 0.517 3.680 2.894 -0.5755
C -0.067 3.059 1.782 1.1650
S 1.030 2.432 0.600 -0.3034
C -1.720 2.501 -3.314 -1.1772
C -1.966 3.397 -4.346 -0.4586
C -2.694 3.022 -5.468 -0.8430
C -3.202 1.735 -5.583 -0.7726
C -2.982 0.834 -4.567 -0.7839
C -2.232 1.196 -3.439 1.4966
S -1.987 -0.054 -2.271 -0.4999
H 0.294 4.491 -2.943 0.3759
H 0.716 2.880 -3.547 0.4333
H 1.145 3.358 -1.880 0.2990
H -2.032 4.646 -1.885 0.4198
H -0.776 4.313 -0.663 0.7205
H -3.325 2.677 -1.045 0.7504
H -3.154 4.012 0.125 0.3259
H -4.078 1.832 1.182 0.5198
H -2.822 0.773 1.867 0.4630
H -3.304 0.603 0.161 0.2937
H -3.300 3.220 2.770 0.4800
H -2.250 4.247 4.722 0.4731
H 0.210 4.534 4.822 0.4591
H 1.589 3.793 2.907 0.5271
H -1.586 4.406 -4.286 0.4372
H -2.850 3.735 -6.263 0.4594
H -3.764 1.438 -6.455 0.4449
H -3.360 -0.175 -4.624 0.5357
C 4.300 -0.123 -3.786 -1.1385
C 2.899 0.441 -3.843 -0.6591
Sb 1.679 -0.084 -2.074 0.3428
C 1.069 -2.148 -2.501 -0.4958
C 2.087 -3.026 -3.196 -1.2521
C 3.207 -0.200 -0.499 -0.2876
C 3.906 -1.537 -0.361 -1.2949
H 4.826 0.175 -4.692 0.4330
H 4.302 -1.207 -3.739 0.2263
H 4.859 0.260 -2.937 0.2981
H 2.357 0.050 -4.704 0.4785
H 2.936 1.529 -3.907 0.4241
H 0.179 -2.040 -3.126 0.4695
H 0.771 -2.579 -1.543 0.2770
H 2.422 -2.592 -4.134 0.2904
H 1.611 -3.978 -3.424 0.4483
H 2.948 -3.226 -2.565 0.2497
H 2.690 0.055 0.427 -0.0350
H 3.920 0.594 -0.719 0.5585
H 3.201 -2.323 -0.093 0.2970
H 4.657 -1.458 0.425 0.4652
H 4.420 -1.819 -1.276 0.2485
C 0.211 -0.013 2.988 -1.4882
C -0.553 -0.898 2.078 -0.1845
N -0.561 -0.828 0.758 1.6096
C -1.370 -1.845 0.315 -0.5721
C -1.861 -2.521 1.385 -1.6578
N -1.344 -1.916 2.501 0.4054
C -1.622 -2.337 3.851 -1.0494
N -1.089 -3.643 4.130 0.7324
N -1.831 -4.563 4.760 -0.7901
N -1.162 -5.596 4.978 -0.4810
C 0.102 -5.456 4.498 -0.0346
C 1.206 -6.305 4.467 -0.7585
C 2.344 -5.833 3.854 -0.6144
C 2.396 -4.552 3.287 -0.7180
C 1.320 -3.693 3.309 -0.1540
C 0.167 -4.157 3.926 1.3420
H 1.037 0.437 2.444 0.0541
H 0.605 -0.569 3.833 0.7284
H -0.422 0.788 3.369 0.2575
H -1.532 -2.042 -0.728 0.7746
H -2.546 -3.339 1.448 0.5315
H -2.706 -2.409 4.009 0.3906
H -1.215 -1.601 4.555 0.4812
H 1.140 -7.287 4.902 0.4528
H 3.223 -6.455 3.801 0.3913
H 3.309 -4.231 2.811 0.4487
H 1.381 -2.713 2.862 0.2237
```

Computed properties:
total charge: +2
spin multiplicity: 5
gap between HOMO and LUMO (spin up / spin down): 0.30307 / 0.16952 Ha

(2)
Formula: C28H32BrFeN10O4P
Source: the OMol25 dataset
Level of theory: ωB97M-V/def2-TZVPD

Geometry as XYZ:
```
77
Properties=species:S:1:pos:R:3:mulliken_charge:R:1
Fe 0.389 0.245 0.005 0.4347
C -2.993 4.065 -1.862 -0.7772
N -2.531 2.911 -1.096 0.1257
C -3.267 2.217 -0.177 -0.6169
C -2.470 1.209 0.284 -0.7819
N -1.262 1.286 -0.345 0.6892
C -1.318 2.321 -1.171 0.1375
P 0.047 2.757 -2.290 -0.3044
C 0.433 1.052 -2.817 -0.2445
N 0.607 0.005 -2.016 0.5764
C 0.884 -1.063 -2.824 -0.9277
C 0.878 -0.654 -4.126 -0.8006
N 0.597 0.681 -4.109 0.2252
C 0.494 1.537 -5.289 -0.8161
C 1.326 2.851 -0.987 0.0508
N 1.649 1.845 -0.184 0.5327
C 2.674 2.291 0.604 -0.5426
C 2.976 3.576 0.260 -0.7899
N 2.121 3.917 -0.748 0.1630
C 2.096 5.203 -1.442 -0.7870
H -3.971 4.353 -1.491 0.3222
H -2.309 4.901 -1.733 0.3095
H -3.074 3.814 -2.918 0.3280
H -4.278 2.494 0.066 0.4465
H -2.682 0.445 1.011 0.4426
H 1.059 -2.052 -2.439 0.8081
H 1.040 -1.198 -5.041 0.5455
H 0.562 0.908 -6.172 0.3304
H -0.462 2.054 -5.297 0.3418
H 1.306 2.261 -5.305 0.3286
H 3.143 1.679 1.355 0.5330
H 3.716 4.259 0.637 0.4511
H 2.795 5.871 -0.949 0.3263
H 2.392 5.080 -2.481 0.3373
H 1.101 5.639 -1.392 0.3101
C 2.160 -0.412 4.761 -0.9515
O 1.188 0.262 3.938 -0.3116
C 1.155 0.081 2.640 0.6888
O 0.321 0.675 1.963 -0.5595
N 2.064 -0.753 2.065 -0.2656
N 1.940 -0.948 0.674 -0.3202
H 1.963 -0.074 5.771 0.2559
H 3.171 -0.122 4.475 0.3631
H 2.022 -1.492 4.708 0.3780
H 2.723 -1.305 2.588 0.2566
H 1.694 -1.919 0.497 0.3372
H 2.819 -0.735 0.210 0.4014
C -1.634 -1.164 3.660 -1.1532
O -1.192 -1.483 2.341 0.1388
C -1.781 -2.541 1.722 0.8569
C -2.676 -3.410 2.329 -0.6295
C -3.252 -4.432 1.585 -0.5817
Br -4.493 -5.576 2.419 -0.1514
C -2.927 -4.625 0.257 -0.9390
C -1.989 -3.785 -0.339 0.3033
C -1.446 -2.733 0.385 0.0437
O -0.632 -1.787 -0.263 0.1220
C -1.639 -3.990 -1.758 -0.4255
N -2.494 -4.054 -2.731 -0.7029
C -1.730 -4.266 -3.874 0.6451
C -2.135 -4.408 -5.200 -0.7755
C -1.157 -4.629 -6.148 -0.5143
C 0.200 -4.709 -5.797 -0.5745
C 0.621 -4.564 -4.488 -0.7903
C -0.373 -4.337 -3.542 0.3609
N -0.327 -4.117 -2.172 0.2014
H -1.361 -1.950 4.367 0.3021
H -2.716 -1.017 3.683 0.4633
H -1.133 -0.238 3.927 0.3906
H -2.948 -3.294 3.367 0.5784
H -3.374 -5.418 -0.325 0.6391
H -0.983 -1.692 -1.160 0.1025
H -3.183 -4.356 -5.463 0.4770
H -1.437 -4.755 -7.185 0.4314
H 0.933 -4.903 -6.569 0.4327
H 1.667 -4.645 -4.221 0.4321
H 0.425 -4.400 -1.565 0.3367
```

Computed properties:
total charge: +2
gap between HOMO and LUMO (spin up / spin down): 0.29202 / 0.29192 Ha